<one>
ORCA calculation (wB97M-V/def2-TZVPD) on C3H9NO2S as an isolated structure.

```
! wB97M-V def2-TZVPD RIJCOSX def2/J DEFGRID3
* xyz -2 1
C 0.4289 -0.9064 0.0339
O -0.4857 -1.0732 -1.0210
C 0.8678 0.5179 0.3193
C 0.6484 1.5105 -0.8008
S 1.8287 2.8150 -0.9948
N -0.0415 1.0078 1.4430
H 0.0209 -1.4101 0.9863
H 1.1902 -1.6183 -0.3120
H 1.8710 0.5180 0.7479
H -0.3184 1.9971 -0.9636
H 0.8259 0.7625 -1.7522
H 0.2009 1.9057 1.7967
H -1.0155 1.0221 1.2072
H -1.4689 -1.8707 -0.7011
H -2.1673 -2.6624 0.4680
O -2.3855 -2.5153 -0.4568
*
```

Values from the calculation:
Orbital gap ... 0.19515 Eh

Results of the Löwdin charge analysis, in e, for atoms 1 through 5:
1. C -0.382
2. O -0.317
3. C -0.453
4. C -0.830
5. S -0.022



<two>
ORCA calculation (wB97M-V/def2-TZVPD) on a 2-piece molecular cluster, C3H9NO2S overall.

```
! wB97M-V def2-TZVPD RIJCOSX def2/J DEFGRID3
* xyz -2 1
C -0.6812 0.1434 0.5076
O -2.0489 0.6020 0.2677
C 0.0400 -0.1381 -0.7855
C 1.6197 -0.1282 -0.6384
S 2.1427 -1.6289 0.3466
N -0.4222 -1.1704 -1.7090
H -0.1857 0.9407 1.0821
H -0.8093 -0.6191 1.2927
H -0.3280 0.7929 -1.3054
H 1.8616 0.8332 -0.1719
H 2.0857 -0.4643 -1.5500
H 0.0737 -1.0190 -2.5813
H 0.0899 -2.0002 -1.2938
H -2.1706 1.2786 0.9576
H -2.5857 2.5655 1.6245
O -2.4027 3.5128 1.5390
*
```

Values from the calculation:
Orbital gap ... 0.22294 Eh

Results of the Löwdin charge analysis, in e, for atoms 1 through 5:
1. C -0.254
2. O -0.128
3. C -0.519
4. C -0.659
5. S 0.019



Which structure wins on stability? <one> wins.